{"formula": "C4H9IN2", "method": "the ωB97M-V functional and the def2-TZVPD basis", "symbols": ["C", "C", "C", "C", "N", "N", "I", "H", "H", "H", "H", "H", "H", "H", "H", "H"], "positions_angstrom": [[-0.771321, 1.277206, 0.761505], [0.061115, -0.039472, 0.130340], [0.318435, -1.121432, 1.164102], [1.359516, 0.411697, -0.615531], [-0.931917, -0.699486, -0.718556], [-0.846383, -0.490229, -1.944538], [-2.293031, -1.177261, -3.204736], [-0.921037, 2.132587, 0.169619], [-1.729216, 0.977616, 1.077543], [-0.207567, 1.642035, 1.617938], [0.847883, -2.010491, 0.625858], [-0.568458, -1.745153, 1.358634], [0.789240, -0.705012, 2.008983], [1.309250, -0.241641, -1.456432], [1.268890, 1.386186, -1.010640], [2.314603, 0.402849, 0.035911]], "forces_ev_per_angstrom": [[2.2, -2.4, 0.4], [-0.4, 2.3, 0.6], [-0.2, -2.4, -2.2], [0.0, -0.7, 2.0], [-1.4, 0.3, -3.4], [1.4, 0.6, 2.9], [-0.7, -0.6, -0.1], [0.2, 0.7, -1.6], [-1.2, -0.7, 0.6], [0.1, -0.2, 0.2], [0.3, 1.9, 1.0], [-0.3, 1.1, 0.6], [0.8, -0.1, 1.1], [1.2, -0.6, -0.7], [-0.2, 1.2, -0.4], [-1.7, -0.5, -1.1]], "nbo_charge": [-0.5950, 0.0868, -0.6256, -0.6399, -0.1597, -0.2992, 0.2549, 0.2148, 0.2140, 0.2084, 0.2172, 0.2361, 0.2183, 0.2318, 0.2155, 0.2215], "e_above_lowest_kj_mol": 37.1, "orbital_gap_ev": 8.973}

---

{"formula": "C6H9N3O4", "method": "the ωB97M-V functional and the def2-TZVPD basis", "symbols": ["O", "C", "C", "N", "C", "C", "N", "C", "O", "H", "H", "H", "H", "C", "N", "O", "O", "H", "H", "H", "H", "H"], "positions_angstrom": [[-1.867311, -2.750082, 1.558651], [-0.945198, -2.135378, 1.127215], [0.558513, -2.069287, 1.528659], [1.033236, -1.445304, 0.315422], [2.237368, -1.332161, -0.429142], [1.758660, -0.740674, -1.560142], [0.415535, -0.516525, -1.606338], [0.038262, -0.974572, -0.449500], [-1.115075, -1.396157, -0.007894], [0.897105, -3.126813, 1.627436], [0.648186, -1.457179, 2.398566], [3.159638, -1.667398, -0.046388], [2.424228, -0.658067, -2.393291], [-1.917042, 2.432091, 0.095860], [-0.901502, 1.581943, -0.339121], [0.231195, 1.777837, 0.560932], [-0.437715, 2.059207, -1.615067], [-2.664450, 2.736698, -0.631475], [-1.627639, 3.543869, 0.226943], [-2.321957, 1.971634, 0.989009], [0.448231, 2.794702, 0.785780], [-0.052268, 1.371617, -2.136115]], "forces_ev_per_angstrom": [[0.6, 0.2, 0.5], [-0.5, -0.6, 0.1], [-1.1, -1.2, -1.6], [1.6, 0.1, 0.6], [-3.0, 0.6, 0.5], [2.3, -0.6, -0.5], [-0.3, -0.5, 0.1], [2.3, -0.5, -0.7], [-2.7, 0.5, 0.3], [0.0, 0.9, 0.3], [0.4, 0.2, 0.7], [0.8, -0.1, 0.1], [-0.2, 0.7, -0.6], [-1.2, 3.4, 0.4], [3.4, 0.3, -1.4], [0.1, 1.7, 0.6], [-1.5, 2.3, 1.4], [-0.4, -1.5, -0.5], [0.6, -1.5, 0.7], [-0.3, 0.4, 0.1], [-1.3, -2.8, -1.3], [0.2, -1.8, 0.2]], "nbo_charge": [-0.5108, 0.7850, -0.3190, -0.3742, -0.1300, -0.0571, -0.5261, 0.6613, -0.4427, 0.2433, 0.2411, 0.2257, 0.2053, -0.4601, 0.1092, -0.6195, -0.6141, 0.2374, 0.1709, 0.2222, 0.4500, 0.5023], "e_above_lowest_kj_mol": 221.7, "orbital_gap_ev": 9.294}